a) The molecule C3H4N2O. Source: the Open Molecules 2025 dataset; level of theory: ωB97M-V with the def2-TZVPD basis set.

orbital gap	0.3450	Ha
net charge	0
LUMO	0.86	eV
SMILES string	Nc1cnoc1
E_HOMO	-0.3132	Eh

Each line ends with the natural charge from an NBO analysis.
Atoms and positions in Å:
N (0.22, 1.38, 0.83)  -0.806
C (-0.11, 0.23, 0.15)  0.046
C (-1.09, -0.19, -0.77)  -0.088
N (-0.63, -1.19, -1.49)  -0.095
O (0.61, -1.48, -1.03)  -0.264
C (0.89, -0.69, 0.02)  -0.018
H (-0.48, 1.83, 1.41)  0.394
H (1.19, 1.08, 1.04)  0.398
H (-2.09, 0.17, -0.96)  0.221
H (1.48, -1.15, 0.80)  0.211


b) The molecule C3H4N2O. Source: the Open Molecules 2025 dataset; level of theory: ωB97M-V with the def2-TZVPD basis set.

orbital gap	0.3056	Ha
net charge	0
LUMO	0.04	eV
E_HOMO	-0.3041	Eh

Each line ends with the natural charge from an NBO analysis.
Atoms and positions in Å:
O (-1.91, 0.96, 1.24)  -0.652
C (-0.39, 0.06, 0.35)  0.572
N (0.65, 0.71, 0.22)  -0.401
N (1.54, 0.11, -0.66)  -0.376
C (1.39, -1.15, -0.97)  -0.138
C (-1.63, -0.31, 0.59)  -0.219
H (-2.27, 1.56, 0.58)  0.478
H (2.34, 0.72, -0.82)  0.390
H (2.28, -1.42, -1.56)  0.120
H (-1.99, -1.23, 1.04)  0.226


Of them, b) has the lowest stability.


a) The molecule C3H4N2O. Source: the Open Molecules 2025 dataset; level of theory: ωB97M-V with the def2-TZVPD basis set.

orbital gap	0.3858	Ha
net charge	0
LUMO	0.56	eV
SMILES string	C1=NN=COC1
E_HOMO	-0.3653	Eh

Each line ends with the natural charge from an NBO analysis.
Atoms and positions in Å:
C (-0.54, 0.92, 0.65)  0.040
N (0.68, 1.04, 1.08)  -0.236
N (1.52, -0.07, 0.78)  -0.331
C (1.32, -0.76, -0.27)  0.365
O (0.23, -0.67, -1.25)  -0.514
C (-0.93, -0.10, -0.39)  -0.168
H (-1.24, 1.72, 1.07)  0.215
H (1.99, -1.58, -0.57)  0.186
H (-1.54, -0.96, 0.09)  0.213
H (-1.49, 0.47, -1.19)  0.231


b) A structure of composition C3H4N2O. Source: the Open Molecules 2025 dataset; level of theory: ωB97M-V with the def2-TZVPD basis set.

orbital gap	0.3449	Ha
net charge	0
LUMO	0.03	eV
E_HOMO	-0.3437	Eh

Each line ends with the natural charge from an NBO analysis.
Atoms and positions in Å:
N (0.30, -1.09, -1.61)  -0.798
C (0.52, -0.32, -0.51)  0.314
N (1.48, 0.06, 0.20)  -0.237
O (0.40, 2.25, 1.10)  -0.496
C (-0.48, 1.42, 1.11)  0.381
C (-0.33, 0.04, 0.58)  -0.289
H (-0.54, -1.65, -1.52)  0.397
H (1.12, -1.58, -1.93)  0.398
H (-1.46, 1.62, 1.59)  0.117
H (-1.00, -0.75, 0.99)  0.213


Of them, b) has the lowest stability.


a) A cluster of 2 separate species, C3H4N2O in total. Source: the Open Molecules 2025 dataset; level of theory: ωB97M-V with the def2-TZVPD basis set.

orbital gap	0.3575	Ha
net charge	0
LUMO	-0.06	eV
E_HOMO	-0.3596	Eh

Each line ends with the natural charge from an NBO analysis.
Atoms and positions in Å:
C (-0.92, 0.10, 0.83)  0.017
C (0.58, 1.00, -0.54)  -0.141
C (-0.13, -1.00, 0.24)  0.280
N (-0.54, 1.21, 0.36)  -0.337
N (0.88, -0.43, -0.57)  -0.175
O (-0.25, -1.14, -1.11)  -0.377
H (-1.74, 0.01, 1.52)  0.213
H (0.34, 1.36, -1.54)  0.227
H (1.45, 1.53, -0.16)  0.216
H (0.33, -2.63, 0.96)  0.079


b) The molecule C3H4N2O. Source: the Open Molecules 2025 dataset; level of theory: ωB97M-V with the def2-TZVPD basis set.

orbital gap	0.3336	Ha
net charge	0
LUMO	-0.55	eV
SMILES string	N#CC(=O)CN
E_HOMO	-0.3537	Eh

Each line ends with the natural charge from an NBO analysis.
Atoms and positions in Å:
N (-1.22, 0.43, 2.91)  -0.226
C (-0.69, 0.70, 1.93)  0.148
C (0.00, 0.80, 0.65)  0.487
O (0.72, 1.64, 0.21)  -0.451
C (-0.16, -0.64, -0.22)  -0.274
N (0.40, -0.43, -1.56)  -0.850
H (-1.16, -0.91, -0.42)  0.212
H (0.46, -1.30, 0.22)  0.210
H (1.30, -0.80, -1.83)  0.373
H (0.35, 0.52, -1.88)  0.371


c) The molecule C3H4N2O. Source: the Open Molecules 2025 dataset; level of theory: ωB97M-V with the def2-TZVPD basis set.

orbital gap	0.3652	Ha
net charge	0
LUMO	0.63	eV
SMILES string	O=C1CNC=N1
E_HOMO	-0.3421	Eh

Each line ends with the natural charge from an NBO analysis.
Atoms and positions in Å:
O (-1.57, -1.54, 0.94)  -0.571
C (-0.62, -0.91, 0.56)  0.631
C (-0.76, 0.54, 0.14)  -0.375
N (0.54, 0.84, -0.43)  -0.585
C (1.24, -0.32, -0.39)  0.309
N (0.62, -1.37, 0.06)  -0.542
H (-1.58, 0.06, -0.47)  0.274
H (-1.13, 1.33, 0.80)  0.241
H (1.00, 1.75, -0.47)  0.417
H (2.27, -0.36, -0.76)  0.201


d) The molecule C3H4N2O. Source: the Open Molecules 2025 dataset; level of theory: ωB97M-V with the def2-TZVPD basis set.

orbital gap	0.3689	Ha
net charge	0
LUMO	0.87	eV
SMILES string	Nc1cnco1
E_HOMO	-0.3371	Eh

Each line ends with the natural charge from an NBO analysis.
Atoms and positions in Å:
N (-1.37, 0.61, 0.97)  -0.846
C (-0.27, 0.21, 0.22)  0.365
C (0.32, -0.98, 0.14)  -0.150
N (1.37, -0.94, -0.78)  -0.448
C (1.31, 0.29, -1.20)  0.313
O (0.35, 1.06, -0.66)  -0.407
H (-1.33, 0.39, 1.94)  0.388
H (-2.22, 0.33, 0.52)  0.381
H (-0.09, -1.76, 0.79)  0.212
H (1.92, 0.80, -1.93)  0.192


Of them, a) has the lowest stability.